Record 1
C25H25Cl2N5O3RuS2 | ωB97M-V/def2-TZVPD

Cartesian coordinates (Å):
Ru: 0.35 0.29 -0.55
N: 0.56 -3.27 2.07
C: 0.24 -2.11 1.48
S: 0.14 -2.13 -0.26
N: 0.05 -1.07 2.28
N: -0.31 0.02 1.57
C: -0.43 1.15 2.14
C: -1.00 2.25 1.34
C: -1.37 3.44 1.94
C: -2.06 4.38 1.18
C: -2.36 4.09 -0.13
C: -1.92 2.89 -0.67
N: -1.24 2.00 0.04
H: 0.71 -4.10 1.54
H: 0.57 -3.31 3.08
H: -0.20 1.30 3.19
H: -1.14 3.62 2.99
H: -2.37 5.32 1.63
H: -2.94 4.77 -0.74
H: -2.13 2.62 -1.69
Cl: 3.29 -1.35 3.70
C: 2.65 0.16 4.26
C: 1.83 0.12 5.37
C: 1.18 1.27 5.81
C: 1.35 2.45 5.11
C: 2.19 2.48 4.02
Cl: 2.35 3.98 3.14
C: 2.90 1.35 3.57
N: 3.68 1.48 2.44
C: 4.88 0.83 2.11
C: 5.76 0.41 3.10
C: 6.93 -0.24 2.75
C: 7.23 -0.45 1.41
C: 6.37 0.02 0.43
C: 5.20 0.68 0.76
C: 4.36 1.31 -0.34
C: 2.92 0.87 -0.40
O: 2.02 1.63 0.10
O: 2.58 -0.19 -0.97
H: 1.68 -0.82 5.88
H: 0.54 1.23 6.68
H: 0.85 3.36 5.42
H: 3.29 2.10 1.73
H: 5.52 0.60 4.14
H: 7.61 -0.57 3.53
H: 8.15 -0.96 1.13
H: 6.63 -0.10 -0.61
H: 4.82 1.06 -1.29
H: 4.37 2.40 -0.23
O: 0.42 1.19 -2.52
S: 0.27 2.58 -3.15
C: 1.34 3.71 -2.23
C: 2.72 3.64 -2.88
C: 2.44 3.59 -4.38
C: 1.39 2.50 -4.57
H: 1.31 3.39 -1.19
H: 0.89 4.70 -2.32
H: 3.22 2.73 -2.57
H: 3.33 4.49 -2.59
H: 3.33 3.38 -4.98
H: 2.05 4.56 -4.72
H: 1.82 1.50 -4.48
H: 0.81 2.56 -5.49

Its expectation value of S² is 8.7631. Its HOMO energy (spin up / spin down) is -0.362 / -0.362 hartree. As for the lowest unoccupied orbital energy (spin up / spin down): -3.370 / -4.619 eV. The charge is +1. As for the spin multiplicity: 6. The energy above the lowest of the compared OMol25 structures with the same formula, charge and spin is 0.0 kcal/mol.

Record 2
C25H25Cl3N7O2RuS3 | ωB97M-V/def2-TZVPD

Cartesian coordinates (Å):
Ru: -0.48 -0.49 2.61
C: 0.26 -3.73 7.19
S: -0.11 -4.22 5.49
C: -0.36 -2.73 4.70
S: -0.78 -2.78 2.99
N: -0.27 -1.59 5.31
N: -0.44 -0.50 4.59
C: -0.47 0.66 5.19
C: -0.67 1.80 4.35
C: -0.75 3.12 4.83
C: -0.94 4.15 3.92
C: -1.07 3.84 2.57
C: -1.00 2.52 2.17
N: -0.81 1.52 3.03
H: 0.08 -4.60 7.81
H: -0.38 -2.91 7.48
H: 1.31 -3.45 7.26
H: -0.34 0.73 6.27
H: -0.67 3.31 5.88
H: -0.99 5.17 4.27
H: -1.21 4.63 1.84
H: -1.09 2.24 1.12
Cl: -5.97 1.00 -4.49
C: -4.36 0.47 -4.32
C: -3.39 1.34 -3.79
C: -2.08 0.91 -3.69
C: -1.69 -0.36 -4.11
C: -0.26 -0.81 -3.97
C: -0.14 -1.81 -2.78
N: -0.63 -1.29 -1.53
C: -1.95 -1.16 -1.19
C: -1.99 -0.72 0.10
N: -0.71 -0.57 0.55
C: 0.08 -0.91 -0.46
O: 0.60 0.29 -3.81
C: 1.84 0.19 -4.52
C: 2.53 1.52 -4.52
C: 2.39 2.46 -5.55
Cl: 1.44 2.32 -6.92
S: 3.39 3.88 -5.28
C: 3.95 3.22 -3.82
C: 3.42 1.97 -3.54
C: -2.68 -1.22 -4.63
Cl: -2.27 -2.81 -5.16
C: -4.00 -0.81 -4.74
H: -3.67 2.33 -3.48
H: -1.32 1.57 -3.30
H: 0.01 -1.39 -4.87
H: 0.91 -2.09 -2.65
H: -0.71 -2.71 -3.04
H: -2.75 -1.40 -1.86
H: -2.85 -0.49 0.71
H: 1.16 -0.88 -0.42
H: 1.64 -0.11 -5.56
H: 2.49 -0.55 -4.05
H: 4.66 3.76 -3.22
H: 3.67 1.42 -2.66
H: -4.74 -1.47 -5.14
N: 4.03 -0.79 2.91
C: 2.78 -1.15 2.62
N: 2.57 -2.42 2.22
O: 1.85 -0.31 2.67
H: 4.81 -1.43 2.87
H: 4.22 0.15 3.22
H: 3.29 -3.12 2.26
H: 1.62 -2.73 2.09

Its expectation value of S² is 6.0547. Its HOMO energy (spin up / spin down) is -0.555 / -0.555 hartree. As for the lowest unoccupied orbital energy (spin up / spin down): -8.634 / -11.396 eV. The charge is +3. As for the spin multiplicity: 5.

Record 3
C25H25ClF6N3O | ωB97M-V/def2-TZVPD

Cartesian coordinates (Å):
O: -1.93 0.01 0.54
C: -1.57 0.65 1.53
N: -0.26 0.73 1.92
C: 0.80 0.02 1.19
C: 1.46 0.96 0.18
C: 2.08 2.24 0.77
C: 3.24 2.60 -0.18
C: 3.35 1.41 -1.16
N: 2.52 0.36 -0.58
N: -2.41 1.38 2.38
C: -3.78 1.57 2.24
C: -4.42 2.58 3.00
C: -5.78 2.82 2.84
C: -6.44 3.93 3.62
F: -7.72 3.59 3.99
F: -5.76 4.24 4.76
F: -6.54 5.08 2.88
C: -6.55 2.06 1.95
C: -5.92 1.05 1.22
C: -6.77 0.23 0.29
F: -6.06 -0.72 -0.38
F: -7.77 -0.42 0.97
F: -7.39 1.01 -0.66
C: -4.55 0.81 1.34
H: -0.04 1.12 2.83
H: 1.54 -0.34 1.92
H: 0.35 -0.83 0.66
H: 0.65 1.27 -0.53
H: 1.31 3.02 0.84
H: 2.46 2.03 1.78
H: 3.03 3.53 -0.71
H: 4.17 2.72 0.39
H: 2.97 1.73 -2.15
H: 4.39 1.08 -1.30
H: 2.27 -0.39 -1.20
H: -1.93 1.95 3.07
H: -3.84 3.18 3.70
H: -7.61 2.24 1.84
H: -4.06 0.06 0.72
Cl: 8.19 -2.37 -3.63
C: 6.57 -2.44 -3.07
C: 6.31 -2.73 -1.72
C: 4.99 -2.76 -1.26
C: 3.91 -2.54 -2.15
C: 2.55 -2.64 -1.70
C: 1.37 -2.60 -2.63
C: 0.15 -3.07 -1.76
C: 0.78 -3.37 -0.43
C: 2.13 -3.11 -0.42
C: 4.20 -2.30 -3.53
C: 5.52 -2.27 -3.98
H: 7.13 -2.91 -1.04
H: 4.79 -2.98 -0.21
H: 1.20 -1.61 -3.08
H: 1.51 -3.30 -3.47
H: -0.62 -2.28 -1.69
H: -0.31 -3.94 -2.24
H: 0.21 -3.80 0.40
H: 2.81 -3.25 0.42
H: 3.38 -2.18 -4.23
H: 5.73 -2.10 -5.03

Its HOMO energy is -0.398 hartree. As for the lowest unoccupied orbital energy: -5.816 eV. The charge is +1.

Record 4
C25H25F10IrN6O2 | ωB97M-V/def2-TZVPD

Cartesian coordinates (Å):
Ir: 0.77 -0.49 0.27
C: 0.39 -3.68 0.86
N: -0.42 -2.53 0.42
C: -1.43 -2.16 1.42
C: -0.78 -1.77 2.74
N: 0.30 -0.81 2.51
C: 1.09 -0.44 3.53
C: 0.94 -0.81 4.90
F: -0.03 -1.63 5.28
C: 1.77 -0.36 5.90
F: 1.57 -0.74 7.15
C: 2.82 0.50 5.60
F: 3.60 0.94 6.56
C: 3.03 0.90 4.29
F: 4.03 1.71 4.00
C: 2.20 0.44 3.29
F: 2.49 0.84 2.06
C: -1.03 -2.79 -0.89
C: -0.04 -2.56 -2.02
N: 0.45 -1.19 -1.97
C: 1.14 -0.67 -3.00
C: 1.68 -1.39 -4.11
F: 1.53 -2.71 -4.20
C: 2.43 -0.80 -5.09
F: 2.93 -1.53 -6.07
C: 2.67 0.57 -5.06
F: 3.38 1.14 -6.00
C: 2.14 1.33 -4.02
F: 2.35 2.64 -4.00
C: 1.41 0.73 -3.03
F: 0.90 1.52 -2.11
H: -0.26 -4.51 1.17
H: 1.04 -3.40 1.68
H: 1.03 -4.01 0.05
H: -2.13 -2.99 1.60
H: -1.99 -1.31 1.02
H: -0.41 -2.65 3.25
H: -1.55 -1.33 3.38
H: -1.87 -2.10 -1.01
H: -1.41 -3.81 -0.95
H: -0.55 -2.77 -2.96
H: 0.80 -3.26 -1.95
C: -3.02 2.41 -2.85
C: -2.71 0.93 -2.79
N: -1.95 0.62 -1.58
C: -1.77 1.46 -0.52
N: -0.89 1.11 0.39
C: -0.77 1.97 1.58
C: -1.08 3.42 1.28
C: -2.46 3.49 0.66
N: -2.54 2.57 -0.46
C: -3.54 2.84 -1.49
H: -3.76 2.62 -3.62
H: -2.11 2.98 -3.08
H: -2.12 0.62 -3.65
H: -3.64 0.36 -2.80
H: -1.20 -0.04 -1.66
H: 0.24 1.89 1.96
H: -1.45 1.60 2.37
H: -0.34 3.81 0.57
H: -1.04 4.02 2.19
H: -2.67 4.50 0.29
H: -3.23 3.25 1.41
H: -3.74 3.91 -1.48
H: -4.48 2.32 -1.27
O: 2.69 -1.79 0.89
C: 3.37 -1.19 0.02
O: 2.85 -0.32 -0.74
H: 4.43 -1.42 -0.10

Its expectation value of S² is 8.8385. Its HOMO energy (spin up / spin down) is -0.379 / -0.406 hartree. As for the lowest unoccupied orbital energy (spin up / spin down): -2.001 / -5.033 eV. The charge is +1. As for the spin multiplicity: 6. The energy above the lowest of the compared OMol25 structures with the same formula, charge and spin is 5.6 kcal/mol.

Record 5
C25H25GeNO5Ru | ωB97M-V/def2-TZVPD

Cartesian coordinates (Å):
Ru: 1.22 1.18 1.20
O: -0.79 1.91 1.54
C: -0.65 2.88 2.60
C: -0.06 2.12 3.78
N: 1.21 1.47 3.43
C: 1.31 0.08 3.91
C: 0.47 -0.87 3.02
O: -0.06 -1.84 3.53
O: 0.44 -0.59 1.75
C: 2.44 2.30 3.49
C: 2.88 2.16 2.02
O: 2.56 3.04 1.17
O: 3.24 0.96 1.68
H: -1.25 2.27 0.77
H: -1.63 3.28 2.86
H: 0.01 3.69 2.27
H: -0.77 1.33 4.05
H: 0.05 2.79 4.64
H: 0.98 -0.02 4.94
H: 2.35 -0.23 3.82
H: 3.16 1.92 4.20
H: 2.18 3.33 3.72
C: 1.28 0.86 -0.59
Ge: 0.04 -0.43 -1.42
C: 0.60 -2.24 -1.00
C: 1.80 -2.49 -0.32
C: 2.19 -3.80 -0.05
C: 1.39 -4.86 -0.44
C: 0.19 -4.62 -1.10
C: -0.19 -3.32 -1.38
C: -0.02 -0.16 -3.35
C: 1.11 0.24 -4.06
C: 1.08 0.38 -5.44
C: -0.10 0.13 -6.13
C: -1.23 -0.27 -5.45
C: -1.19 -0.41 -4.07
C: -1.70 0.04 -0.66
C: -2.31 1.23 -1.07
C: -3.45 1.70 -0.43
C: -4.00 0.96 0.62
C: -3.42 -0.23 1.01
C: -2.27 -0.69 0.38
H: 1.98 1.41 -1.23
H: 2.42 -1.67 0.01
H: 3.12 -3.98 0.48
H: 1.69 -5.87 -0.21
H: -0.44 -5.45 -1.40
H: -1.13 -3.14 -1.90
H: 2.04 0.44 -3.53
H: 1.96 0.70 -5.97
H: -0.13 0.24 -7.21
H: -2.15 -0.48 -5.98
H: -2.09 -0.72 -3.54
H: -1.89 1.80 -1.89
H: -3.92 2.62 -0.75
H: -4.90 1.32 1.11
H: -3.85 -0.80 1.82
H: -1.79 -1.60 0.73

Its HOMO energy is -0.313 hartree. As for the lowest unoccupied orbital energy: -0.355 eV. The energy above the lowest of the compared OMol25 structures with the same formula, charge and spin is 15.3 kcal/mol.

Record 6
C25H25N3O2RhSTe | ωB97M-V/def2-TZVPD

Cartesian coordinates (Å):
Rh: 0.17 -0.64 -1.33
O: 1.93 -1.60 5.35
C: 0.92 -0.96 5.00
O: 0.06 -0.32 5.62
C: 0.67 -0.99 3.46
C: -0.47 -0.44 2.92
C: -0.66 -0.45 1.55
N: 0.26 -0.99 0.74
C: 1.37 -1.55 1.25
C: 1.60 -1.55 2.61
C: 2.30 -2.16 0.26
C: 3.46 -2.82 0.64
C: 4.28 -3.38 -0.33
C: 3.92 -3.28 -1.66
C: 2.74 -2.61 -1.96
N: 1.96 -2.07 -1.03
C: -1.88 0.12 0.89
C: -2.87 0.77 1.62
C: -3.94 1.34 0.94
C: -3.99 1.24 -0.44
C: -2.98 0.55 -1.08
N: -1.96 -0.01 -0.43
H: -1.20 -0.02 3.60
H: 2.48 -2.00 3.04
H: 3.72 -2.90 1.68
H: 5.18 -3.90 -0.05
H: 4.52 -3.70 -2.45
H: 2.40 -2.50 -2.99
H: -2.80 0.85 2.69
H: -4.71 1.86 1.48
H: -4.80 1.69 -1.01
H: -2.98 0.43 -2.16
C: 2.03 3.94 0.76
C: 0.80 3.80 -0.14
C: -0.46 4.13 0.68
C: 0.90 4.75 -1.33
C: 0.69 2.40 -0.61
C: 0.55 1.27 -1.00
H: 2.10 4.97 1.14
H: 2.94 3.72 0.20
H: 1.98 3.26 1.61
H: -0.43 5.17 1.02
H: -0.54 3.48 1.55
H: -1.36 3.99 0.07
H: 0.92 5.79 -0.99
H: 0.04 4.62 -2.00
H: 1.80 4.55 -1.91
C: -1.82 -3.20 -3.65
Te: -1.08 -3.20 -1.65
C: -3.00 -3.01 -0.77
H: -2.76 -3.74 -3.66
H: -1.10 -3.70 -4.28
H: -1.97 -2.18 -3.99
H: -3.54 -3.95 -0.92
H: -3.54 -2.18 -1.21
H: -2.86 -2.83 0.30
S: 0.74 0.37 -4.49
C: 0.28 -0.19 -3.15

Its expectation value of S² is 0.7577. Its HOMO energy (spin up / spin down) is -0.287 / -0.287 hartree. As for the lowest unoccupied orbital energy (spin up / spin down): -0.957 / -0.950 eV. As for the spin multiplicity: 2. The energy above the lowest of the compared OMol25 structures with the same formula, charge and spin is 0.0 kcal/mol.